Entry 1:
DFT (ωB97M-V/def2-TZVPD) results for an isolated ion of composition C12H22N and charge +1.

The electronic energy comes out at -524.78636 a.u. The HOMO energy comes out at -13.61 eV. The orbital gap is 0.3614 Eh. The molar mass is 180.315 g/mol. The relative energy (zero: lowest compared OMol25 entry of this formula, charge and spin) is 395.5 kJ/mol. As for the total charge: +1. For the largest force on an atom, the calculation gives 4.52 eV Å⁻¹. Its structure (SMILES) is C/C=C/[N+]1=C(C)[C@](C)(CCCC)C1.

XYZ file:
```
35
Properties=species:S:1:pos:R:3:forces:R:3
C 1.314357 -3.651376 -0.422511 3.7289 0.7725 1.0217
C 0.320509 -2.568246 -0.351484 1.3684 -3.2217 -0.6349
C -0.914111 -2.672534 -0.839652 1.0787 0.5831 1.5108
N -1.428918 -1.394571 -0.780992 -1.0885 0.1917 -1.1826
C -0.571510 -0.442868 -0.918471 0.0778 2.8064 0.2013
C 0.645142 -0.321437 -1.833874 -0.7164 0.6025 3.4069
C -1.383958 0.538586 -0.082116 1.7791 -1.5345 0.6322
C -1.813539 1.634467 -0.933070 0.8940 0.4821 -3.4300
C -0.602160 0.872256 1.343745 -4.0374 -1.9322 -0.6254
C -0.067304 2.258441 1.460619 -0.2247 0.6648 -2.4279
C 1.342158 2.460858 0.742240 -1.5197 -1.1170 3.5403
C 2.309744 1.624120 1.628593 2.3128 0.1990 0.0308
C -2.466595 -0.633726 -0.086610 -1.7725 2.1648 0.1291
H 0.817651 -4.505222 -0.691949 -0.9739 -2.4332 -0.7505
H 1.848152 -3.864452 0.583172 -0.9626 0.5456 -1.4904
H 2.215913 -3.530379 -1.183793 -1.9783 0.2211 1.3745
H 0.668822 -1.651739 0.013352 0.3151 0.7968 1.0290
H -1.443643 -3.534200 -1.086143 -0.8195 -1.1038 -0.6335
H 0.350898 0.464522 -2.443072 0.0629 1.5313 -1.6304
H 0.657981 -1.245716 -2.252055 0.3500 -2.4206 -2.1935
H 1.649466 -0.184552 -1.377833 -0.9306 0.3287 0.0636
H -1.052082 2.369865 -1.083391 0.6800 0.5760 0.1288
H -2.648989 2.139076 -0.614638 -2.0935 1.1635 0.9810
H -2.030408 1.317547 -2.026704 0.0834 0.0697 1.7230
H -1.535625 0.602938 1.998303 2.0169 1.0611 -0.3133
H 0.133421 0.108292 1.579062 0.0241 -0.1855 -0.1885
H 0.077645 2.435873 2.499509 -0.0617 0.6673 0.7956
H -0.837229 2.934342 0.988334 0.8277 -0.2823 0.9745
H 1.340742 2.071943 -0.235664 -0.0244 -0.4155 -1.3510
H 1.471617 3.523202 0.717031 0.7208 0.4995 0.0378
H 2.134084 0.537693 1.468896 -0.1561 0.6303 0.3885
H 2.408192 1.842007 2.765539 -0.7681 -0.1671 -2.0016
H 3.373860 1.723738 1.265187 -0.9475 0.1022 0.2742
H -2.854818 -1.075374 0.828375 0.4997 -0.1191 0.1622
H -3.429465 -0.183375 -0.637935 2.2552 -1.7273 0.4477
```
Forces are in eV/Å.



Entry 2:
DFT (ωB97M-V/def2-TZVPD) results for C3H3NO2S as an isolated structure.

The electronic energy comes out at -719.43432 a.u. The HOMO energy comes out at -9.02 eV. The orbital gap is 0.3347 Eh. The molar mass is 117.129 g/mol. The relative energy (zero: lowest compared OMol25 entry of this formula, charge and spin) is 383.2 kJ/mol. As for the total charge: 0. For the largest force on an atom, the calculation gives 8.58 eV Å⁻¹.

XYZ file:
```
10
Properties=species:S:1:pos:R:3:forces:R:3
C 1.607780 -0.728276 -0.308864 0.1134 8.3475 1.9703
C 0.437080 -0.513743 0.702184 -1.2386 -4.1213 -0.0132
C -0.622495 1.313465 -0.007522 0.9500 5.3087 1.5796
H 2.076999 -1.650353 -0.581940 0.0213 -0.6992 -0.4686
H 0.618345 -1.187769 1.608286 -0.5373 1.1305 -0.9963
H -0.826266 2.452416 -0.053278 1.3411 -1.8111 0.6540
N -1.241123 0.670176 -0.841760 -1.3224 -3.0566 -0.3394
O 2.051579 0.457748 -0.526290 -0.2194 -5.0887 -0.8650
O 0.095059 0.770686 1.043628 0.7751 2.1754 -0.2551
S -1.180532 -0.910105 -0.095889 0.1168 -2.1850 -1.2662
```
Forces are in eV/Å.



Entry 3:
DFT (ωB97M-V/def2-TZVPD) results for C7H15IN as an isolated structure.

The electronic energy comes out at -627.74242 a.u. The HOMO energy (alpha / beta) comes out at -10.58 / -13.51 eV. The orbital gap (alpha / beta) is 0.2701 / 0.2281 Eh. The molar mass is 240.108 g/mol. The relative energy (zero: lowest compared OMol25 entry of this formula, charge and spin) is 0.0 kJ/mol. The multiplicity is 3. As for the total charge: +1. For the largest force on an atom, the calculation gives 5.20 eV Å⁻¹.

XYZ file:
```
24
Properties=species:S:1:pos:R:3:forces:R:3
C -1.514461 -2.554951 0.258967 -0.4865 -0.8406 0.4724
C -0.193842 -2.187555 0.656977 -1.8983 1.1425 -1.5231
C 0.083842 3.036815 -0.010695 1.8170 -0.5174 -0.9331
C 2.066194 -1.691379 0.171808 1.7582 1.5093 -3.6134
C -1.340383 2.430801 -0.154278 2.1407 0.0553 2.5121
C -1.250168 1.052885 0.547463 -3.3712 2.8878 2.7039
C 0.743477 -1.932412 -0.392761 0.4151 -0.1131 3.5409
N 0.439386 -1.818938 -1.668518 1.0459 -0.2866 0.0113
I -3.049757 -0.176042 0.109373 0.9304 0.6032 -0.1028
H -2.297626 -2.643176 1.012673 0.4533 -0.5824 -0.3951
H -1.483465 -3.193590 -0.618690 -0.8673 0.0179 -0.0230
H -0.096501 -1.858580 1.695835 0.9183 -0.3310 -0.3972
H 0.158138 4.141292 -0.190467 -0.5024 -0.8307 1.0819
H 0.779821 2.739488 -0.853735 -0.7632 -0.4145 0.8626
H 0.561046 2.626130 0.950480 -0.5400 1.2977 -1.1962
H 2.253221 -2.070941 1.116330 0.1888 -1.0950 1.5969
H 2.815202 -2.021996 -0.590980 -0.0692 0.2209 0.9488
H 2.177595 -0.596216 0.245508 0.2063 -0.0915 -0.0382
H -1.933471 3.200161 0.352854 -0.8678 -0.8853 -0.4687
H -1.538082 2.160992 -1.125909 -0.9410 0.5167 -2.4887
H -1.373354 1.251605 1.671275 0.5876 -0.8361 -1.5957
H -0.393139 0.557724 0.268854 1.6424 -1.4411 -0.5499
H -0.521549 -1.794994 -1.857269 -1.4282 -0.0397 -0.8922
H 1.128949 -1.760427 -2.418091 -0.3685 0.0538 0.4867
```
Forces are in eV/Å.